No. 1
The following is a DFT calculation (ωB97M-V/def2-TZVPD) of 8 unconnected molecules or ions with the total composition C28H72N4O24P4 at a distorted geometry.

Total charge ... 0
Calculated total energy ... -4500.24571 Eh
Energy relative to the best compared isomer or geometry (same formula, charge and spin) ... 0.0 kcal per mole
Frontier orbital gap ... 10.25 eV
SMILES string ... CCOP(=O)(OCC)OCC.CCOP(=O)(OCC)OCC.CCOP(=O)(OCC)OCC.CCOP(=O)(OCC)OCC.C[N+](=O)[O-].C[N+](=O)[O-].C[N+](=O)[O-].C[N+](=O)[O-]

Each line ends with the Mulliken charge.
CARTESIAN COORDINATES (ANGSTROEM)
C -6.3836 -3.3083 -2.8355  -0.67
C -7.2600 -2.2953 -3.5758  -0.12
O -6.8697 -2.3499 -4.9865  -0.22
P -5.9218 -1.3406 -5.7052  0.86
O -5.3147 -0.3108 -4.9031  -0.77
O -6.8441 -0.7508 -6.8454  -0.39
C -7.3006 -1.6147 -7.9044  -0.13
C -8.7841 -1.7184 -7.8426  -1.14
O -4.9395 -2.3331 -6.3978  -0.28
C -3.5078 -2.1798 -6.2187  -0.64
C -3.0640 -2.4272 -4.8407  -0.42
H -5.3062 -3.1028 -2.8318  -0.21
H -6.7270 -3.4588 -1.8010  0.47
H -6.3573 -4.2970 -3.3151  0.30
H -8.3066 -2.5560 -3.4101  0.35
H -7.0951 -1.2897 -3.1678  0.14
H -6.9334 -1.2318 -8.8548  0.39
H -6.8924 -2.6237 -7.8202  0.20
H -9.1307 -2.4715 -8.5646  0.36
H -9.0879 -2.1097 -6.8755  0.25
H -9.2776 -0.7897 -8.1148  0.29
H -3.0707 -2.7784 -7.0110  0.37
H -3.2210 -1.1437 -6.4225  0.36
H -3.0710 -3.4671 -4.5080  0.17
H -2.0334 -2.0789 -4.7307  0.27
H -3.6631 -1.7917 -4.1917  0.18
C 2.5598 7.3948 4.8147  -1.48
C 3.0598 6.6188 3.6678  0.23
O 2.1199 6.7740 2.5714  -0.35
P 2.7247 7.0834 1.1450  0.83
O 3.5499 8.2617 1.1243  -0.76
O 3.4916 5.7753 0.7393  -0.30
C 2.6746 4.5246 0.7236  -0.22
C 3.5496 3.3493 1.1021  -0.33
O 1.4149 7.1236 0.3130  -0.27
C 1.2722 7.8951 -0.9118  -0.37
C 1.6787 7.0912 -2.1394  -0.91
H 2.6868 8.4704 4.7236  0.33
H 1.4943 7.1835 4.9427  0.34
H 3.0292 7.0948 5.7559  0.38
H 4.0495 6.9295 3.3272  0.47
H 3.0826 5.5415 3.8567  -0.03
H 1.7632 4.5825 1.3139  0.43
H 2.4282 4.4632 -0.3418  0.36
H 3.1175 2.4594 0.6389  -0.09
H 4.5950 3.4348 0.8052  0.42
H 3.5956 3.1846 2.1813  -0.19
H 0.3008 8.3697 -0.9992  0.35
H 1.9782 8.7381 -0.9075  0.34
H 2.5624 6.5119 -1.8857  0.23
H 0.8889 6.4428 -2.5156  0.26
H 1.9570 7.7740 -2.9458  0.35
C 0.9810 -4.9502 -0.2924  -1.07
C 1.5158 -3.5138 -0.3396  0.08
O 0.9525 -2.7714 -1.4623  -0.30
P -0.3056 -1.8377 -1.3581  0.85
O -0.6792 -1.2054 -2.5946  -0.84
O -1.4212 -2.7802 -0.7571  -0.22
C -2.7873 -2.6545 -1.2041  0.14
C -3.4900 -1.5012 -0.5224  -0.82
O -0.0440 -0.8984 -0.1283  -0.24
C 0.8206 0.2579 -0.2030  0.25
C 2.0120 0.0662 -1.1473  -0.97
H 1.7794 -5.5315 -0.7561  0.38
H 0.8675 -5.2928 0.7323  0.25
H 0.0704 -5.0585 -0.8604  0.27
H 1.3248 -2.9143 0.5606  0.21
H 2.5989 -3.5142 -0.4561  0.18
H -2.7768 -2.4505 -2.2798  -0.25
H -3.3823 -3.5379 -0.9976  0.38
H -3.7282 -1.7796 0.5053  0.32
H -2.9492 -0.5625 -0.5112  0.30
H -4.4120 -1.3866 -1.0923  0.17
H 0.2339 1.1260 -0.5106  0.25
H 1.2212 0.4124 0.7995  -0.14
H 2.7547 0.8571 -1.0654  0.45
H 2.4787 -0.8910 -0.9073  0.12
H 1.6914 0.0193 -2.1902  0.33
C 6.1815 4.6593 5.1124  -0.96
C 5.6705 3.5545 4.1964  0.30
O 4.8670 2.6431 4.9131  -0.09
P 5.4371 1.2639 5.3280  0.74
O 6.3612 0.6502 4.3665  -0.73
O 5.9568 1.5117 6.7744  -0.36
C 6.8938 0.6737 7.5031  -0.23
C 8.3064 1.0715 7.2218  -1.10
O 4.1643 0.3703 5.5971  -0.38
C 2.8923 0.6514 5.0507  -0.34
C 2.7349 0.2589 3.5882  -0.84
H 7.0654 5.1475 4.7264  0.35
H 5.3808 5.4113 5.1547  0.13
H 6.2562 4.3065 6.1376  0.30
H 4.9548 3.9040 3.4738  -0.42
H 6.5306 3.0611 3.7485  0.49
H 6.6097 0.8485 8.5335  0.31
H 6.7123 -0.3516 7.1769  0.28
H 8.5521 2.0932 7.5257  0.29
H 8.9814 0.4305 7.8078  0.39
H 8.6430 0.9573 6.1907  0.28
H 2.0609 0.2218 5.6217  0.43
H 2.6571 1.7165 5.1803  0.20
H 2.1827 -0.6726 3.4647  0.37
H 2.0686 1.0288 3.1821  0.17
H 3.6815 0.2098 3.0613  0.37
C -3.2475 -7.5333 -3.9964  -0.72
N -4.7170 -7.2594 -3.9048  0.91
O -5.4112 -8.0156 -3.2838  -0.54
O -5.1179 -6.2694 -4.4829  -0.49
H -3.0517 -8.3557 -3.3150  0.32
H -2.7126 -6.6671 -3.6437  0.23
H -3.0111 -7.8159 -5.0108  0.29
C 6.2195 -3.0053 0.8097  -0.73
N 6.1251 -3.0256 -0.6563  0.94
O 6.9247 -3.6694 -1.2367  -0.54
O 5.1807 -2.4355 -1.1660  -0.54
H 5.2096 -3.0169 1.2006  0.22
H 6.6712 -2.0602 1.1054  0.32
H 6.8129 -3.8287 1.1708  0.32
C -7.7297 1.3437 -1.2115  -0.62
N -6.4905 1.3533 -0.3383  0.84
O -5.4475 0.9487 -0.8450  -0.49
O -6.6451 1.5475 0.8295  -0.53
H -8.4339 2.0515 -0.7995  0.29
H -8.0871 0.3237 -1.1906  0.24
H -7.4061 1.6464 -2.2000  0.27
C -1.5631 -4.7445 3.6721  -0.86
N -1.9746 -5.8849 2.7770  0.90
O -1.0713 -6.5157 2.2724  -0.51
O -3.1558 -5.9652 2.4322  -0.52
H -2.3512 -4.1031 4.0253  0.33
H -0.6221 -4.3275 3.3604  0.30
H -1.2880 -5.2972 4.6024  0.36



No. 2
The following is a DFT calculation (ωB97M-V/def2-TZVPD) of a molecular structure, C28H73LiO30S9 at a distorted geometry.

Total charge ... 0
Calculated total energy ... -6958.92322 Eh
Frontier orbital gap ... 8.61 eV

Each line ends with the Mulliken charge.
CARTESIAN COORDINATES (ANGSTROEM)
Li 0.7113 -0.1407 -0.1898  0.40
O 2.4649 -0.2681 -3.6223  -0.52
C 1.7779 -0.0169 -2.5100  -0.04
O 2.2148 0.6924 -1.5494  -0.72
O 0.7179 -0.6775 -2.3417  0.17
H 2.0881 -1.1340 -3.7946  0.27
O 0.3148 2.6719 5.6885  -0.66
S 1.5516 1.8865 5.8497  1.27
O 2.8743 2.4945 5.7061  -0.65
O 1.4173 1.2536 7.3656  -0.36
C 0.1533 0.7381 7.8741  0.39
C 0.4358 0.2679 9.3202  -1.51
C 1.3494 0.3687 4.8025  -0.20
H -0.1860 -0.1751 7.3852  0.05
H -0.6154 1.5107 7.8871  0.22
H 0.9540 0.9538 9.9903  0.36
H 1.0856 -0.6072 9.3233  0.38
H -0.4474 -0.1253 9.8237  0.38
H 2.1154 -0.3535 5.0847  0.52
H 1.3675 0.6381 3.7465  0.09
H 0.3418 0.0329 5.0479  -0.38
O 2.0613 3.1959 2.7044  -0.58
S 1.2104 2.9133 1.5247  0.25
O 0.7674 1.5478 1.1983  0.32
O -0.0900 4.0220 1.3889  0.16
C -0.0680 5.2271 2.1433  -0.39
C -0.6112 4.9778 3.4983  -0.67
C 2.0644 3.5968 0.0804  -1.07
H -0.6973 6.0157 1.7308  0.27
H 0.9591 5.5718 2.2629  0.33
H -0.2884 5.6980 4.2501  0.37
H -0.2590 4.0225 3.8873  -0.12
H -1.6982 5.0300 3.5601  0.30
H 1.3664 3.3371 -0.7155  0.10
H 2.9348 2.9432 0.0233  0.44
H 2.3763 4.6192 0.2941  0.45
O -0.6640 2.5420 -7.3524  -0.66
S -0.9179 1.2791 -6.6693  1.22
O -2.2529 0.6778 -6.7805  -0.65
O 0.0846 0.1944 -7.3242  -0.30
C 1.5004 0.4168 -7.0980  0.14
C 2.3166 -0.1417 -8.2255  -1.47
C -0.3702 1.2303 -4.9024  -0.39
H 1.7323 -0.0177 -6.1256  0.14
H 1.7393 1.4476 -6.8363  0.50
H 3.3515 -0.0677 -7.8915  0.41
H 2.0779 0.3620 -9.1622  0.35
H 2.2510 -1.2154 -8.4014  0.29
H 0.6333 1.6383 -4.7816  0.58
H -0.5098 0.2226 -4.5110  -0.18
H -1.1785 1.8443 -4.5051  0.06
O 5.1605 -2.6653 -2.5841  -0.56
S 4.9773 -3.4708 -1.3821  1.21
O 5.7377 -4.7252 -1.1986  -0.66
O 5.3266 -2.4959 -0.1014  -0.41
C 4.7346 -1.1904 -0.1484  0.36
C 4.3942 -0.7713 1.2700  -0.78
C 3.1888 -3.7805 -0.8446  -0.21
H 3.8910 -1.1097 -0.8339  -0.22
H 5.4907 -0.5051 -0.5315  0.45
H 5.2017 -0.5458 1.9665  0.40
H 3.5461 -1.3153 1.6859  0.03
H 3.9502 0.2219 1.2023  0.03
H 3.2817 -3.6614 0.2349  -0.06
H 2.7671 -4.7568 -1.0836  0.46
H 2.5571 -2.9635 -1.1933  -0.13
O -1.3549 0.2470 -0.2095  -0.28
S -2.4682 -0.2522 -0.9656  0.91
O -3.8470 -0.1208 -0.3709  -0.69
O -2.3693 0.4385 -2.5113  0.19
C -3.4855 0.2487 -3.4069  -0.30
C -4.4801 1.3715 -3.3515  -1.43
C -2.1582 -2.0231 -1.4057  -0.61
H -3.9927 -0.6961 -3.2115  0.38
H -3.0924 0.1605 -4.4197  0.32
H -4.7934 1.6451 -2.3440  0.31
H -5.4116 1.0331 -3.8054  0.41
H -4.1384 2.2413 -3.9127  0.33
H -1.1576 -2.1754 -1.8104  -0.33
H -2.8962 -2.4565 -2.0806  0.46
H -2.2696 -2.5734 -0.4715  0.42
O 1.2614 -2.1275 3.6356  -0.68
S 0.5784 -2.5083 2.4337  0.35
O 0.4480 -1.5379 1.2953  0.62
O 1.1678 -3.9616 1.9131  0.28
C 1.3217 -4.9980 2.9122  -0.28
C 2.2659 -6.0152 2.2840  -1.31
C -1.1081 -3.2212 2.7753  -1.37
H 0.4644 -5.5953 3.2227  0.28
H 1.7683 -4.6155 3.8300  0.38
H 2.7684 -6.5160 3.1115  0.41
H 3.0488 -5.4820 1.7447  0.26
H 1.7041 -6.7196 1.6706  0.32
H -1.0704 -3.7866 3.7064  0.49
H -1.4157 -3.9230 2.0001  0.43
H -1.8847 -2.4668 2.9013  0.37
O -4.5565 -1.8244 4.8284  -0.61
S -3.3303 -2.0179 5.6111  1.19
O -2.5935 -3.2448 5.6469  -0.58
O -2.3103 -0.6946 5.2851  -0.16
C -2.8562 0.5863 5.1368  -0.43
C -2.4595 1.0201 3.7395  -0.86
C -3.7142 -1.5748 7.3545  -0.82
H -2.4153 1.2704 5.8619  0.19
H -3.9437 0.5360 5.1899  0.61
H -1.3953 0.7940 3.6734  -0.05
H -2.5053 2.1084 3.7786  0.37
H -3.0717 0.6819 2.9034  0.33
H -3.7655 -2.3780 8.0896  0.40
H -4.6538 -1.0290 7.2700  0.34
H -2.9002 -0.9601 7.7388  0.12
O -0.7735 -2.6510 -4.3110  -0.59
S 0.4411 -3.3513 -4.6868  1.19
O 1.7110 -2.7081 -4.4237  -0.81
O 0.5017 -4.7987 -3.8800  -0.29
C -0.3518 -5.0724 -2.8580  0.52
C 0.0105 -6.4380 -2.3488  -1.23
C 0.3863 -3.9493 -6.4330  -1.01
H -1.3702 -4.9829 -3.2361  0.34
H -0.2820 -4.3152 -2.0771  -0.20
H 0.0426 -7.1569 -3.1674  0.33
H -0.5661 -6.8877 -1.5404  0.37
H 1.0081 -6.3153 -1.9271  0.18
H 0.3029 -3.0191 -6.9951  0.31
H -0.4612 -4.6071 -6.6260  0.33
H 1.3751 -4.3715 -6.6120  0.37
O -0.4913 4.9720 -3.5955  -0.57
S -1.0953 5.3895 -2.3155  1.21
O -0.2847 6.0252 -1.2300  -0.64
O -2.4145 6.3519 -2.6173  -0.27
C -2.1122 7.7387 -2.8083  -0.36
C -1.7914 8.1112 -4.2448  -1.03
C -1.8887 3.9453 -1.4529  -0.70
H -1.4217 8.1614 -2.0785  0.33
H -2.9862 8.3270 -2.5290  0.32
H -0.7994 7.7595 -4.5286  0.28
H -1.7670 9.1833 -4.4398  0.39
H -2.4110 7.5785 -4.9662  0.28
H -2.1625 4.1639 -0.4208  0.34
H -1.2514 3.0635 -1.5193  -0.06
H -2.7433 3.5593 -2.0087  0.43



No. 3
The following is a DFT calculation (ωB97M-V/def2-TZVPD) of 4 unconnected molecules or ions with the total composition C28H74N10O5P3 at a distorted geometry.

Total charge ... +1
Calculated total energy ... -3058.43752 Eh
Energy relative to the best compared isomer or geometry (same formula, charge and spin) ... 99.8 kcal per mole
Frontier orbital gap ... 6.39 eV

Each line ends with the Mulliken charge.
CARTESIAN COORDINATES (ANGSTROEM)
C -1.5935 -1.7744 4.1937  -0.76
C -1.4476 -0.4009 3.8847  -0.27
C -2.8271 0.3840 3.6515  -0.61
N -2.7078 1.8697 3.8638  0.22
C -3.9298 2.4206 3.1704  -0.35
C -4.8512 3.1913 4.2275  -0.66
C -4.3800 2.5695 5.6240  0.05
O -4.9274 1.3346 6.0822  -0.40
C -6.3441 1.2106 5.8183  -0.82
C -6.6503 0.2186 4.5838  1.34
C -7.6255 0.8559 3.4933  -1.24
O -7.2821 -1.0131 5.0424  -0.58
C -2.8205 2.3891 5.2784  -0.85
H -2.4368 -2.0198 4.9180  0.26
H -0.9739 -2.5931 3.7339  0.28
H -0.4304 0.0915 3.7904  0.30
H -3.1405 0.1117 2.5890  0.56
H -3.5406 -0.0448 4.4301  0.13
H -1.9094 2.2224 3.3079  0.56
H -3.7007 3.2217 2.3996  0.38
H -4.6110 1.7158 2.6098  0.07
H -4.5400 4.2796 4.0757  0.42
H -5.9643 3.2499 4.0618  0.17
H -4.3659 3.4520 6.3340  0.29
H -6.7954 0.6785 6.7253  0.39
H -6.8988 2.1930 5.7352  0.37
H -5.6889 -0.1079 4.0578  -0.28
H -7.3674 0.3869 2.4940  0.15
H -8.6854 0.6126 3.8164  0.41
H -7.5570 1.9815 3.3987  0.29
H -6.9275 -1.7216 4.4784  0.35
H -2.1455 1.8929 6.0342  0.37
H -2.4462 3.4697 5.2864  0.44
O -3.5416 0.5448 -0.4594  -0.83
P -3.2909 -0.4415 -1.6175  0.84
N -3.7666 -1.8037 -0.6835  0.38
C -3.0700 -3.0623 -0.4961  -0.93
C -5.1691 -1.8719 -0.2841  -1.27
N -1.5778 -0.2589 -1.5689  0.35
C -0.6161 -1.3232 -1.3757  -0.83
C -1.0503 0.9748 -0.9952  -0.34
N -3.0627 -1.4733 -3.0426  -0.08
C -2.5504 -0.6983 -4.2053  -0.97
C -4.2898 -2.1338 -3.5378  -1.06
H -2.8193 -3.5617 -1.4380  0.31
H -3.6624 -3.7824 0.0748  0.44
H -2.1576 -2.9252 0.0860  0.13
H -5.8057 -2.2345 -1.0986  0.24
H -5.5442 -0.8854 0.0037  0.35
H -5.3218 -2.5210 0.5821  0.46
H -0.4833 -1.5622 -0.3153  0.14
H 0.3617 -1.0270 -1.7706  0.15
H -0.8742 -2.2319 -1.9200  0.42
H -1.0662 0.9469 0.1027  -0.04
H -1.6294 1.8363 -1.3327  0.41
H -0.0210 1.1632 -1.3141  -0.16
H -3.2534 0.0887 -4.4965  0.34
H -2.3830 -1.3543 -5.0633  0.44
H -1.5899 -0.2279 -4.0000  0.20
H -5.1057 -1.4181 -3.6715  0.38
H -4.6259 -2.9247 -2.8671  0.32
H -4.1069 -2.6326 -4.4926  0.38
O 2.2914 -0.5685 0.4217  -0.47
P 3.1817 -0.6675 1.6675  0.78
N 4.3731 0.3498 0.9790  0.48
C 5.8011 0.1288 0.8619  -1.19
C 4.0062 1.7481 0.7653  -1.17
N 3.5896 -2.3185 1.3836  0.18
C 4.9309 -2.8481 1.2126  -1.13
C 2.6615 -3.1188 0.5902  -0.88
N 4.1248 -0.7769 3.1679  -0.16
C 3.4816 -1.6840 4.1544  -1.04
C 4.3005 0.5017 3.8886  -1.04
H 6.2842 -0.0940 1.8195  0.37
H 6.3277 0.9977 0.4584  0.48
H 6.0142 -0.6781 0.1595  0.15
H 4.0809 2.3271 1.6931  0.28
H 2.9753 1.8359 0.4102  0.19
H 4.6284 2.2330 0.0094  0.44
H 5.2853 -2.7253 0.1839  0.27
H 4.9504 -3.9193 1.4421  0.38
H 5.6518 -2.4015 1.8973  0.34
H 2.7777 -2.9240 -0.4828  0.19
H 1.6272 -2.9146 0.8729  0.12
H 2.8153 -4.1895 0.7611  0.40
H 2.4857 -1.3229 4.4340  0.29
H 4.0910 -1.7668 5.0582  0.42
H 3.3735 -2.6993 3.7751  0.31
H 3.3456 1.0155 4.0355  0.30
H 4.9810 1.1737 3.3659  0.29
H 4.7605 0.3395 4.8666  0.41
O 1.8562 -0.1872 -5.7960  -0.78
P 3.1855 0.1368 -5.0934  0.95
N 2.6040 1.6300 -4.4668  0.09
C 3.2311 2.9357 -4.5321  -0.91
C 1.5309 1.5755 -3.4706  -0.65
N 4.0432 0.4057 -6.5651  0.19
C 4.7430 1.6229 -6.9332  -1.14
C 3.5269 -0.2265 -7.7754  -0.99
N 4.7310 0.3737 -4.2426  0.03
C 5.6940 -0.7201 -4.5352  -1.09
C 4.6256 0.4050 -2.7717  -1.24
H 4.2511 2.9456 -4.1316  0.28
H 2.6796 3.6887 -3.9629  0.38
H 3.2483 3.3142 -5.5547  0.25
H 1.9140 1.3330 -2.4719  0.02
H 0.7900 0.8125 -3.7270  0.06
H 0.9836 2.5194 -3.4061  0.44
H 4.0611 2.3695 -7.3534  0.31
H 5.5060 1.4102 -7.6906  0.38
H 5.2904 2.0638 -6.1000  0.33
H 2.6780 0.3303 -8.1893  0.29
H 3.2100 -1.2514 -7.5773  0.31
H 4.3003 -0.2936 -8.5481  0.32
H 5.3017 -1.6900 -4.2117  0.36
H 6.6473 -0.5410 -4.0304  0.37
H 5.9288 -0.7929 -5.5963  0.34
H 4.0670 -0.4562 -2.3929  0.51
H 4.1447 1.3162 -2.4150  -0.06
H 5.6142 0.4103 -2.3047  0.56